Entry 1:
Formula: C10H20N4O
Source: OMol25
Level of theory: the ωB97M-V functional and the def2-TZVPD basis

Atoms and positions in Å:
O  -0.45148  2.97051  -0.77901
N  -0.36103  -0.91435  -0.68001
N  -0.64042  1.27730  -2.56531
N  -1.47367  -3.52710  2.26241
N  0.48792  -4.77136  1.58475
C  0.58730  1.03924  -1.65577
C  1.13111  2.42436  1.79618
C  0.85453  -0.41186  -1.22612
C  -2.69589  -3.25065  2.38611
C  1.51918  2.16668  0.35167
C  -0.43760  -3.83782  1.68292
C  -0.31411  1.78768  -3.90978
C  0.36923  2.11977  -0.58289
C  -1.09370  -1.63999  -0.09976
C  0.53349  1.20435  2.52084
H  -3.36671  -3.85315  1.84791
H  0.39383  3.25460  1.84547
H  1.43147  1.37421  -2.19647
H  0.23367  2.77199  -3.73232
H  1.11007  -4.73464  0.83920
H  -1.00781  2.16772  -2.04397
H  2.04050  3.10284  0.11662
H  1.04672  0.20998  2.26790
H  2.18104  1.24607  0.38502
H  1.68377  -0.33740  -0.54510
H  -2.08324  -2.02824  0.07400
H  0.57343  -5.51044  2.26537
H  -0.60073  1.12754  2.29506
H  0.25916  1.13528  -4.53191
H  2.12385  2.82367  2.20721
H  -1.33269  2.13981  -4.32445
H  -1.32546  0.52073  -2.36252
H  0.61688  1.33221  3.60240
H  0.91144  -1.05301  -2.12223
H  -2.90405  -2.32651  3.02661

The calculation puts the relative energy (zero: lowest compared OMol25 entry of this formula, charge and spin) at 100.0 kcal/mol. The calculation puts the gap between HOMO and LUMO (spin up / spin down) at 6.6 / 6.6 eV. The calculation puts the highest occupied orbital energy (spin up / spin down) at -0.528 / -0.528 hartree. Its net charge is +2. The calculation puts the calculated total energy at -18680.525 eV.

=====

Entry 2:
Formula: C43H37Cl2IrN5O3Te
Source: OMol25
Level of theory: the ωB97M-V functional and the def2-TZVPD basis

Atoms and positions in Å:
Ir  0.10786  3.81913  0.05711
Te  0.22650  -1.29413  0.72624
Cl  -3.36969  0.24242  4.70771
Cl  -5.63512  1.38270  2.80792
O  -3.78466  4.57945  -0.73643
O  1.18226  0.73869  2.37167
O  0.22720  2.51723  -1.49166
N  2.18037  3.46042  0.29956
N  0.08012  0.45768  -0.54142
N  -0.34408  5.18511  -1.46475
N  0.02244  2.57443  1.58587
N  -1.83956  3.80803  0.24241
C  2.35578  2.40747  1.12600
C  -3.64225  2.60920  1.48561
C  3.24473  3.92792  -0.34603
C  -1.41009  6.46564  -3.68203
C  -0.04676  6.45722  -3.46041
C  -2.43103  -2.53607  -2.53418
C  4.17376  -0.13838  -2.06842
C  2.38486  1.74059  -3.03770
C  1.27535  -4.37589  -0.37828
C  0.58025  -3.27477  1.81616
C  -1.28571  -2.19648  -1.81003
C  1.05832  -4.39352  1.11333
C  -3.70924  -2.67148  -0.53276
C  2.05313  0.99789  -1.90231
C  4.69192  2.32139  0.64254
C  1.12980  1.81587  1.80845
C  -2.57676  4.50003  -0.66286
C  1.21730  -5.63170  3.19806
C  0.78439  -4.50218  3.87701
C  -1.30009  2.27295  1.98047
C  -3.96962  1.76023  2.52774
C  -1.37080  -2.10370  -0.41689
C  2.95956  0.05933  -1.42415
C  -1.67492  5.21306  -1.66938
C  -2.59698  -2.35038  0.23011
C  0.46761  -3.31780  3.21300
C  -2.23461  5.83982  -2.75811
C  -2.97261  1.23056  3.34257
C  4.48730  0.58478  -3.21093
C  1.54346  -6.90019  3.94893
C  4.51173  3.38407  -0.21655
C  3.58800  1.52603  -3.69613
C  -4.88764  -3.06500  -2.72156
C  -0.02260  -1.95013  -2.59874
C  1.35161  -5.56224  1.81853
C  3.58628  1.83218  1.32675
C  0.73505  1.28171  -1.22922
C  -2.74024  -2.26026  1.72739
C  -0.00558  -2.12988  4.02349
C  0.44296  5.80279  -2.34334
C  -1.64159  1.48305  3.06629
C  -3.64951  -2.75658  -1.91987
C  -2.31078  2.90021  1.22475
H  1.50361  5.77332  -2.13790
H  1.78112  -5.28349  -0.70926
H  5.67012  1.87896  0.77642
H  0.63711  6.94964  -4.13740
H  3.82414  2.09665  -4.58645
H  0.38855  -2.17523  5.03990
H  -4.65874  -2.83758  -0.03249
H  -4.41472  3.04923  0.87511
H  5.33710  3.79717  -0.77917
H  -1.09668  -2.11614  4.09124
H  1.68398  2.48587  -3.39063
H  1.88714  -3.51816  -0.66663
H  -0.08754  -0.99859  -3.13246
H  0.31181  -1.19436  3.56742
H  -2.37517  -1.29675  2.08859
H  3.07550  4.77132  -1.00104
H  -5.62869  -2.27201  -2.60148
H  1.90161  -7.67406  3.27012
H  1.70610  -6.43366  1.27361
H  0.32536  -4.29636  -0.91204
H  -3.31039  5.80521  -2.86228
H  -5.34665  -3.99782  -2.38783
H  -2.35748  -2.60661  -3.61580
H  4.88072  -0.85684  -1.67064
H  3.64665  0.99896  2.01470
H  -2.16086  -3.04463  2.21830
H  0.12404  -2.74175  -3.33614
H  2.31257  -6.72116  4.70303
H  -0.87039  1.07188  3.70090
H  -4.65468  -3.15955  -3.78211
H  2.72920  -0.50633  -0.53042
H  0.85704  -1.90397  -1.96142
H  -1.82304  6.94937  -4.55730
H  0.65901  -7.28125  4.46384
H  5.42933  0.41891  -3.71922
H  -3.78388  -2.36683  2.02416
H  0.69970  -4.53187  4.96120

Its spin multiplicity is 2. The calculation puts the gap between HOMO and LUMO (spin up / spin down) at 5.9 / 5.9 eV. The calculation puts the highest occupied orbital energy (spin up / spin down) at -0.262 / -0.264 hartree. Its net charge is 0. The expectation value of S² is 0.76. The calculation puts the calculated total energy at -93961.405 eV.

=====

Entry 3:
Formula: C24H75N5O11
Source: OMol25
Level of theory: the ωB97M-V functional and the def2-TZVPD basis

Atoms and positions in Å:
O  -3.31500  0.28703  -0.63067
O  5.13852  -3.52361  0.78789
O  0.79780  -6.09970  0.38265
O  2.83796  -1.06341  -3.32109
O  -5.27926  1.64326  0.81305
O  2.52875  -2.83902  -1.08543
O  3.54006  1.65085  3.01815
O  -1.29879  1.81832  -5.68782
O  0.07407  4.88855  0.46843
O  0.29321  0.06864  -1.83796
O  -0.49424  -0.85624  2.50411
N  1.24002  2.23940  0.94265
N  -3.32484  4.67348  0.11546
N  3.50412  -3.64013  2.96473
N  0.78095  -3.31110  1.36989
N  -2.29776  2.77396  -2.18772
C  6.27346  -3.88401  0.05228
C  -3.64418  3.39926  0.76291
C  -1.39668  1.68001  -4.27536
C  2.54435  1.70021  -1.13267
C  4.18345  -1.45294  3.72433
C  -2.12873  2.91269  -3.66886
C  1.15502  5.61800  2.50183
C  -1.35883  4.24254  -4.05834
C  2.04985  -6.55456  0.06792
C  4.08378  -2.35730  2.52031
C  0.30818  0.45409  -0.50216
C  -6.63447  1.31455  1.01567
C  -3.46675  3.52002  2.29686
C  0.63869  -5.78826  1.72674
C  -5.13108  2.96207  0.50972
C  -0.46880  -1.10525  -1.96118
C  -1.44123  -4.28979  1.16538
C  -3.57685  -0.82712  0.17472
C  5.42080  -2.69967  1.92857
C  -4.04828  -2.01885  -0.68541
C  -0.07904  -4.37715  1.87424
C  1.10321  1.77613  -0.47513
C  0.24809  5.99744  1.36823
C  -0.86079  0.55102  -6.18288
H  4.14933  -4.05989  3.64085
H  1.04496  -3.50033  0.42303
H  2.42020  1.42235  -2.19847
H  -2.39120  3.56604  2.61060
H  -7.09207  2.01798  1.74533
H  1.62378  -5.52710  2.15186
H  -4.06814  0.92718  -0.58679
H  -0.72039  6.33474  1.72828
H  3.13745  2.61667  -1.00170
H  -1.36569  4.16981  -5.16385
H  2.15938  -6.65482  -0.98158
H  -5.83400  3.54954  1.11464
H  6.05795  -4.63379  -0.75645
H  -1.35159  2.95838  -1.81386
H  -3.48525  -2.04627  -1.61610
H  -0.97932  0.62708  -7.29089
H  1.16683  3.26821  0.95418
H  -3.97820  4.34140  2.76087
H  0.50860  1.80359  1.57702
H  5.98039  -1.79331  1.70909
H  -0.27618  4.19993  -3.74718
H  -3.25310  4.56640  -0.86944
H  2.16617  -7.60314  0.44143
H  -4.36812  -0.61404  0.90442
H  0.07417  -1.87410  -1.37874
H  -3.90076  2.63369  2.75108
H  2.82176  1.85391  2.31556
H  0.57435  2.53425  -1.05073
H  -0.15439  -4.17850  2.96159
H  0.68186  4.81124  3.03309
H  0.10581  -0.76664  3.23214
H  3.30733  -3.28992  -0.71436
H  6.10686  -3.16746  2.62804
H  -0.09019  -1.54133  2.01736
H  -0.74008  0.54156  -0.17299
H  3.55534  -4.29851  2.21427
H  -3.76593  5.54468  0.44454
H  -3.02886  2.61035  0.31019
H  -0.49958  -1.47711  -2.98263
H  -2.44545  1.82103  -2.00119
H  2.02587  -0.53776  -3.47687
H  0.22005  0.40171  -5.98591
H  -5.06875  -2.08426  -1.05131
H  2.16049  5.35016  2.15137
H  0.20314  -6.63114  2.29849
H  -1.89330  0.77437  -3.92263
H  -1.44311  -0.25490  -5.79617
H  6.62997  -2.98141  -0.50474
H  -7.19302  1.35296  0.07219
H  3.59375  -0.79779  -3.83526
H  3.15528  -1.26657  4.12563
H  -0.85336  4.70965  0.41570
H  0.79530  -0.37957  0.09104
H  -3.05170  2.97756  -4.22963
H  4.64928  -0.49378  3.41979
H  -2.02270  -3.46905  1.55415
H  -1.49699  -0.95485  -1.60460
H  3.00859  -6.08590  0.44726
H  3.03137  0.81857  -0.70368
H  1.67046  -3.22508  1.80845
H  0.69445  6.77383  0.77619
H  -5.37436  3.12987  -0.54710
H  2.77955  -2.42040  -1.86886
H  7.07789  -4.27826  0.70137
H  -1.85388  5.10269  -3.71854
H  -1.98234  -5.25589  1.28015
H  1.33800  6.50669  3.17872
H  -2.67812  -1.02719  0.66637
H  3.33037  2.09066  3.82526
H  4.80350  -1.94070  4.45728
H  -0.37911  1.68083  -3.81992
H  3.50177  -1.91886  1.67379
H  -6.52893  0.31289  1.46024
H  -3.87880  -2.92004  -0.11333
H  -1.32338  -4.23623  0.06861

The calculation puts the relative energy (zero: lowest compared OMol25 entry of this formula, charge and spin) at 26.1 kcal/mol. The calculation puts the gap between HOMO and LUMO at 9.3 eV. The calculation puts the highest occupied orbital energy at -0.323 hartree. Its net charge is 0. The calculation puts the calculated total energy at -56073.957 eV.

=====

Entry 4:
Formula: C5H14N2O
Source: OMol25
Level of theory: the ωB97M-V functional and the def2-TZVPD basis

Atoms and positions in Å:
O  1.33309  3.87607  -2.41412
N  3.45727  0.27974  -1.10799
N  1.09163  0.11041  -0.80627
C  -1.61064  -1.24528  1.53906
C  -3.00632  -1.04704  0.91971
C  0.12571  0.07483  0.34540
C  -0.50132  -1.33554  0.48675
C  2.43403  0.43062  -0.39791
H  0.28239  -2.02100  0.83275
H  -3.72888  -0.74727  1.67883
H  -2.98302  -0.31322  0.12189
H  -1.33147  -0.56584  2.34530
H  2.07090  4.44477  -2.09746
H  3.42205  -0.17941  -2.02527
H  -0.85506  -1.74920  -0.45740
H  1.42829  3.04170  -1.93701
H  -0.67931  0.63638  -0.15911
H  -3.41037  -2.00581  0.59935
H  0.61048  0.34606  1.26792
H  -1.64637  -2.21154  2.04896
H  2.48021  0.94920  0.55327
H  1.01668  -0.76864  -1.33665

The calculation puts the relative energy (zero: lowest compared OMol25 entry of this formula, charge and spin) at 58.2 kcal/mol. Its spin multiplicity is 2. The calculation puts the gap between HOMO and LUMO (spin up / spin down) at 10.5 / 5.7 eV. The calculation puts the highest occupied orbital energy (spin up / spin down) at -0.534 / -0.534 hartree. Its net charge is +1. The expectation value of S² is 0.78. The calculation puts the calculated total energy at -10429.658 eV.

=====

> Look up the calculated total energy of the second one.

-93961.405 eV

=====

> Among the records above, which one has the highest calculated total energy?

C5H14N2O

=====

> The lowest calculated total energy belongs to which entry?

C43H37Cl2IrN5O3Te